Record 1
Molecular formula: C18H16F3N2O2
Method: DFT, ωB97M-V with the def2-TZVPD basis set

Structure (XYZ):
```
41
Properties=species:S:1:pos:R:3:forces:R:3:nbo_charge:R:1
F 5.789080 -3.209423 1.127381 -0.58 0.92 -0.81 -0.31
F 5.660565 -2.851863 -1.033700 -0.39 0.46 1.00 -0.32
F 6.133351 -1.193736 0.319903 -0.85 -0.88 -0.02 -0.31
O -2.321289 0.966611 -1.986782 0.16 0.45 -0.35 -0.50
O -0.664465 1.993941 -3.164869 -0.58 -1.75 2.68 -0.56
N 1.168207 0.917774 -1.484660 6.52 2.31 -2.06 0.09
N 2.276010 1.216031 -1.733535 -7.64 -2.02 1.79 0.28
C -4.641985 1.182296 -2.354620 -0.17 0.50 0.18 -0.64
C -0.167170 0.798606 -1.135533 1.65 -2.87 -1.26 -0.24
C -2.102933 -0.133645 1.614978 0.87 0.51 -0.08 -0.20
C 3.478560 -1.145652 1.347013 -0.39 -0.72 -0.85 -0.16
C 2.982081 -2.515656 -0.569447 0.21 -0.93 -1.13 -0.12
C 2.140435 -0.747509 1.395989 0.06 0.71 -0.45 -0.16
C -0.835920 1.948478 2.959725 -0.04 0.16 0.02 -0.19
C -0.165218 1.288342 1.935152 0.47 0.27 0.00 -0.20
C -1.072462 1.320168 -2.208546 -0.12 2.23 -2.28 0.77
C 5.356888 -2.311199 0.183876 2.03 -0.75 -0.18 0.97
C -2.163750 1.628002 3.273723 0.54 -0.06 -0.38 -0.19
C -3.310482 1.553777 -2.950233 -0.01 -0.77 0.22 -0.06
C 1.313712 -0.963473 0.270473 0.15 -2.44 0.50 -0.11
C -0.799249 0.284786 1.220285 -1.20 -1.17 1.19 -0.09
C -2.780357 0.572314 2.610209 -0.34 -0.21 -0.19 -0.14
C -0.101735 -0.485287 0.138589 -1.26 -0.02 2.29 -0.20
C 3.905137 -1.998181 0.309067 -0.22 1.25 0.96 -0.13
C 1.683872 -2.057722 -0.578810 -0.23 1.28 0.60 -0.21
H -0.724693 -1.423902 0.033389 0.25 0.90 -0.75 0.30
H 1.762363 -0.280476 2.311284 0.23 0.21 -0.65 0.25
H -0.306806 2.732844 3.501133 -0.24 -0.19 -0.08 0.24
H 4.177622 -0.789937 2.083249 0.08 -0.14 0.29 0.25
H -0.527745 -0.421817 -1.201361 1.05 1.50 -0.59 0.43
H -5.454007 1.361192 -3.064999 0.16 -0.06 0.08 0.24
H -2.556449 -1.027332 1.180286 0.05 0.38 -0.09 0.22
H -3.133782 1.090352 -3.927947 0.08 0.16 0.28 0.21
H -4.638975 0.141004 -2.051084 -0.12 -0.17 -0.10 0.22
H 0.894985 1.503106 1.713563 -0.82 0.29 0.10 0.22
H -4.823780 1.796973 -1.466028 -0.06 -0.16 -0.13 0.22
H -3.814831 0.294437 2.852829 0.57 0.08 -0.03 0.23
H -2.699094 2.189719 4.029327 0.08 -0.08 -0.01 0.24
H -3.152468 2.626990 -3.007091 0.17 -0.05 0.01 0.21
H 3.294700 -3.270586 -1.312197 -0.22 0.41 0.60 0.25
H 0.942087 -2.580363 -1.179988 0.11 0.46 -0.29 0.23
```
Forces are in eV/Å.

HOMO level: -12.781 eV
E_LUMO: -4.8114 eV
frontier orbital gap: 7.97 eV
total charge: +1


Record 2
Molecular formula: C49H60ClN5O5PbS2SbSeTe
Method: DFT, ωB97M-V with the def2-TZVPD basis set

Structure (XYZ):
```
126
Properties=species:S:1:pos:R:3:forces:R:3:lowdin_spin:R:1
Pb -0.228353 -1.055755 -0.793476 -0.83 0.15 0.38 0.01
Te 0.635505 1.513817 -2.266987 0.79 0.52 -1.62 0.01
Sb 1.811074 0.498337 3.038652 0.53 0.02 0.64 0.37
Se 1.857902 -1.920835 0.866105 0.39 -0.17 0.04 0.18
Cl -4.492175 4.879124 -0.780269 -0.12 0.01 -0.01 0.00
S -1.115912 -0.976957 2.184099 0.08 -0.22 0.24 0.05
S 0.070792 -2.483277 -3.036849 0.13 -0.21 -0.30 0.00
O -2.329258 -2.422620 -1.213890 0.18 -0.01 -0.04 0.00
O -0.113323 2.703299 2.228161 0.05 0.08 0.12 0.01
O -1.373230 4.878823 2.513161 0.02 0.32 0.18 0.00
O -2.664412 6.141499 1.232492 -0.03 0.01 0.05 0.00
O 0.615270 1.547989 0.484668 -0.18 0.02 0.40 0.05
N -2.887584 2.766129 -1.274943 0.06 0.42 0.00 0.00
N -2.477239 -3.099737 -2.330478 0.01 -0.13 -0.24 0.00
N -1.776261 2.157541 -0.824494 -0.05 -0.33 0.34 0.00
N -3.695612 -1.638677 2.389403 -0.07 0.11 0.00 0.00
N -3.086038 0.468068 3.105594 -0.13 -0.03 0.07 0.00
C 4.890651 0.782743 -4.643427 0.06 0.02 0.02 0.00
C -2.186419 3.972411 0.451527 0.03 0.03 -0.11 0.00
C 3.798959 -0.002442 -4.983738 -0.01 -0.02 -0.06 0.00
C 4.631681 -2.560255 0.193412 -0.09 0.03 -0.01 0.00
C -0.865785 0.811994 -4.935633 0.05 -0.15 0.07 0.00
C -3.668504 -3.708795 -2.534841 -0.24 -0.12 -0.03 0.00
C -5.274954 2.121192 -4.057378 0.03 0.02 0.01 0.00
C -3.681154 2.121548 -2.269942 -0.10 -0.40 -0.10 0.00
C -3.145398 3.879516 -0.540528 0.17 -0.08 0.24 0.00
C -2.027100 2.419867 -6.301479 -0.04 0.02 -0.03 0.00
C -3.504326 -2.964849 1.821808 -0.11 -0.25 0.08 0.00
C 2.453660 1.134229 -3.347800 -0.11 0.14 0.26 0.00
C -0.905451 3.126163 -4.304960 0.08 0.11 0.15 0.00
C -5.716054 0.433457 5.902747 0.01 -0.20 -0.15 0.00
C -1.755338 -3.895789 -4.442811 -0.17 -0.09 0.02 0.00
C -6.945430 -0.269068 5.329242 0.08 0.14 0.09 0.00
C -1.664691 3.430090 -5.423450 -0.05 -0.02 -0.07 0.00
C 3.553089 1.915350 -3.004389 -0.05 0.00 0.07 0.00
C -2.741497 -0.721868 2.575071 0.09 0.27 0.10 0.01
C -1.357710 -4.594969 3.535853 -0.10 0.09 0.06 0.00
C -4.338040 0.761020 3.783643 0.06 -0.25 0.11 0.00
C -1.627708 1.115069 -6.054876 -0.02 -0.03 -0.08 0.00
C 2.585616 0.162793 -4.331543 -0.09 -0.04 0.03 0.00
C 1.608930 -4.851761 -0.210153 0.07 0.07 0.05 0.01
C -3.952993 -4.405158 -3.678029 0.07 0.07 -0.02 0.00
C 5.393876 -4.765286 -0.488234 -0.01 -0.02 -0.01 0.00
C -1.356929 2.843203 0.228105 -0.29 0.17 -0.19 0.00
C -4.480991 2.821479 -3.161969 0.11 0.10 0.01 0.00
C -4.430308 0.082088 5.153892 -0.13 0.20 0.02 0.00
C 0.861258 1.204970 4.855551 -0.09 -0.14 -0.37 0.09
C 3.268895 2.066382 2.796961 -0.28 -0.19 -0.31 0.07
C -2.972024 -4.491309 -4.665656 0.10 0.04 -0.01 0.00
C -3.639653 0.729627 -2.314836 0.14 0.09 0.12 0.00
C 3.313093 -3.024383 0.189352 -0.11 0.18 0.26 0.03
C -0.495111 1.820246 -4.056866 0.00 0.09 0.31 0.00
C 6.520964 -5.714182 -0.793886 -0.02 0.06 0.00 0.00
C 5.649170 -3.446800 -0.144396 0.02 -0.01 -0.03 0.00
C -2.715788 -4.063137 3.988425 0.02 -0.14 -0.16 0.00
C 4.996019 -1.150502 0.576292 -0.02 -0.06 0.01 0.00
C 4.770972 1.737116 -3.643872 0.01 -0.03 -0.03 0.00
C -5.253539 0.737169 -4.089561 -0.10 -0.03 -0.07 0.00
C -3.753962 -4.052799 2.864507 0.14 0.23 0.12 0.00
C -0.182840 2.339590 1.024026 0.24 -0.46 0.04 0.01
C -2.091508 5.099094 1.430191 -0.08 -0.10 -0.07 0.00
C -1.481164 -3.192048 -3.258975 0.07 0.07 0.04 0.00
C 3.023407 -4.345997 -0.179931 -0.08 0.08 0.02 0.01
C -4.414794 0.042873 -3.231044 0.03 0.02 -0.03 0.00
C 4.072144 -5.190089 -0.518823 0.02 0.03 -0.01 0.00
C 3.070730 -0.943412 4.056792 -0.20 0.14 -0.22 0.05
H 2.426770 -1.707648 4.488278 0.00 -0.02 0.02 0.00
H -4.368243 -3.592045 -1.721951 0.05 0.08 0.04 0.00
H -0.958823 -3.946403 -5.169922 0.00 -0.01 -0.03 0.00
H -2.495383 -3.014484 1.424521 0.00 0.02 -0.07 0.00
H -4.627091 -1.431902 2.715026 0.02 0.08 -0.03 0.00
H -3.093476 -4.687587 4.801816 0.00 0.07 0.05 0.00
H -5.892452 0.202549 -4.779897 0.05 -0.01 -0.06 0.00
H -4.923337 -4.861649 -3.801853 -0.02 0.00 0.06 0.00
H 6.675193 -3.093090 -0.126607 0.02 0.02 -0.01 0.00
H -2.593853 -3.048996 4.380523 -0.04 -0.02 0.08 0.00
H -7.104711 -0.004834 4.282912 -0.05 -0.03 -0.02 0.00
H 5.835511 0.649327 -5.153965 0.01 -0.01 -0.01 0.00
H -3.564536 0.396922 5.740974 0.04 -0.05 -0.02 0.00
H 1.022275 -4.267348 -0.921867 -0.08 -0.08 0.00 0.00
H -1.462393 -5.587972 3.094180 0.03 -0.02 -0.01 0.00
H 1.745542 -0.469621 -4.590418 0.01 -0.01 -0.02 0.00
H -0.871144 4.008355 2.470697 -0.06 -0.16 -0.05 0.00
H 3.890111 -0.747777 -5.763600 0.01 -0.03 0.02 0.00
H 2.863188 2.809590 2.116601 -0.02 0.02 -0.01 0.00
H -0.678191 -4.671400 4.384814 0.06 -0.01 -0.03 0.00
H 6.141406 -6.661572 -1.173977 0.02 -0.01 -0.02 0.00
H -2.621405 2.648188 -7.177060 0.00 0.00 0.00 0.00
H 0.370306 2.149845 4.650713 -0.03 0.05 -0.05 0.00
H 1.145736 -4.730071 0.770857 -0.07 -0.04 -0.01 0.00
H 0.135307 0.466634 5.191900 0.01 -0.02 -0.02 0.00
H -7.839436 0.016932 5.882393 -0.06 -0.04 -0.04 0.00
H 3.848920 -6.212346 -0.803984 -0.01 -0.02 0.00 0.00
H -5.599096 0.141761 6.947929 -0.02 0.09 0.03 0.00
H -1.912337 0.326721 -6.740631 0.00 -0.02 0.01 0.00
H -4.356646 -1.037562 -3.275596 -0.03 0.01 0.05 0.00
H -3.752116 -5.023040 2.361299 -0.08 -0.01 -0.02 0.00
H 5.470913 -1.136064 1.560662 0.02 0.05 0.00 0.00
H -1.972828 4.451198 -5.610378 0.01 0.01 0.02 0.00
H 4.186375 1.651227 2.385564 0.01 -0.04 0.01 0.00
H 1.637976 1.332783 5.608252 0.08 -0.04 -0.03 0.01
H -4.488791 3.899177 -3.173523 0.03 0.00 -0.01 0.00
H 7.102575 -5.919779 0.106916 0.02 -0.02 -0.01 0.00
H -5.866409 1.516060 5.877426 0.02 0.02 0.09 0.00
H -2.300881 1.075506 3.284645 0.04 0.03 -0.09 0.00
H -0.561922 -0.211558 -4.748834 -0.05 -0.01 0.03 0.00
H -6.835713 -1.352591 5.400951 -0.02 -0.02 -0.03 0.00
H 3.654227 -0.456546 4.837481 -0.02 0.05 0.03 0.01
H -4.197202 -3.080681 0.986858 0.06 0.04 -0.05 0.00
H -0.899039 -3.929693 2.803477 0.05 -0.02 -0.03 0.00
H 5.696869 -0.725159 -0.142987 0.03 -0.01 0.02 0.00
H 5.618910 2.351065 -3.368164 0.01 0.00 -0.01 0.00
H -4.393474 1.842320 3.909205 -0.05 0.00 -0.09 0.00
H 3.450399 2.670048 -2.233067 0.04 0.02 -0.02 0.00
H 4.111010 -0.518103 0.615186 0.03 0.06 -0.04 0.00
H -3.161357 -5.017035 -5.590943 0.00 -0.03 -0.01 0.00
H 3.723086 -1.411679 3.323824 0.03 0.01 0.00 0.00
H 7.200380 -5.290755 -1.534625 0.02 -0.03 -0.01 0.00
H -4.367149 -1.003775 5.034054 0.09 -0.01 0.04 0.00
H -5.902811 2.676456 -4.741341 -0.02 -0.02 -0.01 0.00
H -0.620197 3.911523 -3.613429 -0.02 0.03 -0.04 0.00
H -4.752712 -3.903422 3.290169 -0.03 -0.08 -0.05 0.00
H -2.989634 0.196877 -1.634204 -0.06 -0.06 0.01 0.00
H 3.457797 2.518318 3.768799 -0.03 -0.08 0.07 0.01
H 1.569243 -5.901923 -0.497283 0.03 0.00 -0.02 0.00
H -5.170236 0.464681 3.139292 -0.04 0.14 0.00 0.00
```
Forces are in eV/Å.

<S²>: 0.76
HOMO level (alpha / beta): -6.899 / -6.936 eV
2S+1: 2
E_LUMO (alpha / beta): 0.3104 / -1.9674 eV
frontier orbital gap (alpha / beta): 7.21 / 4.97 eV
total charge: 0


Relative energy (zero: lowest compared OMol25 entry of this formula, charge and spin) for the records above, in order: 68.25; 17.98 kcal/mol